Record 1
This record from the Open Molecules 2025 dataset describes C22H45N2O6P2PtSi as an isolated structure. The level of theory is ωB97M-V/def2-TZVPD.

Element x y z (Å)
Pt -0.1942 -0.4429 1.6419
C -2.1799 -0.0521 -3.9934
C -0.7444 0.0928 -3.5462
C 0.1722 -0.9908 -4.0620
O -0.7278 -0.0006 -2.0750
P -0.5433 1.2142 -1.1251
O -0.9709 0.9267 0.2724
C 1.1958 1.6977 -1.1400
P 2.2452 0.5261 -0.2566
O 1.7531 0.2646 1.1320
O 2.2285 -0.6756 -1.2509
C 2.6720 -2.0657 -1.0509
C 3.8548 -2.1435 -0.1094
C 1.4826 -2.8796 -0.5949
O 3.6829 1.1094 -0.1175
C 4.6083 1.6741 -1.1046
C 4.3955 3.1713 -1.1704
C 4.5246 0.9989 -2.4577
O -1.3466 2.3864 -1.7700
C -1.8789 3.5103 -0.9684
C -1.6308 4.7672 -1.7667
C -3.3381 3.2271 -0.7012
H -2.2331 -0.0107 -5.0815
H -2.7963 0.7474 -3.5847
H -2.5788 -1.0109 -3.6611
H -0.3639 1.0801 -3.8212
H -0.2089 -1.9727 -3.7788
H 1.1785 -0.8751 -3.6596
H 0.2208 -0.9411 -5.1499
H 1.2733 2.6638 -0.6348
H 1.5387 1.8111 -2.1704
H 2.9715 -2.3643 -2.0558
H 3.5855 -1.7735 0.8809
H 4.7082 -1.5731 -0.4729
H 4.1603 -3.1853 -0.0137
H 1.1718 -2.5816 0.4079
H 1.7489 -3.9371 -0.5793
H 0.6388 -2.7412 -1.2703
H 5.5778 1.4643 -0.6549
H 3.4538 3.4187 -1.6637
H 5.2008 3.6271 -1.7465
H 4.4003 3.6050 -0.1717
H 3.5719 1.1911 -2.9545
H 4.6711 -0.0773 -2.3889
H 5.3137 1.4066 -3.0897
H -1.3223 3.5324 -0.0282
H -2.1555 4.7187 -2.7212
H -0.5676 4.9127 -1.9575
H -2.0013 5.6300 -1.2134
H -3.8876 3.1697 -1.6417
H -3.7633 4.0315 -0.1005
H -3.4593 2.2895 -0.1589
C 2.4086 -1.8207 3.7318
C 0.9896 -2.2229 3.9622
C 0.5853 -3.0355 4.9992
C -0.7708 -3.3552 5.1327
C -1.7177 -2.8667 4.2634
C -1.2622 -2.0358 3.2305
N 0.0645 -1.7826 3.0971
N -1.8764 -1.3552 2.2417
Si -3.5229 -0.8395 1.9502
C -4.7123 -1.9270 2.8922
C -3.8310 -0.9970 0.1160
C -3.6845 0.9404 2.4885
H 3.0394 -2.1554 4.5517
H 2.4879 -0.7376 3.6318
H 2.7794 -2.2630 2.8058
H 1.3174 -3.4166 5.6955
H -1.0825 -3.9986 5.9456
H -2.7660 -3.0951 4.3703
H -4.5335 -2.9859 2.6951
H -5.7331 -1.7041 2.5724
H -4.6662 -1.7582 3.9696
H -3.9037 -2.0469 -0.1750
H -3.0167 -0.5463 -0.4549
H -4.7639 -0.5046 -0.1694
H -3.5244 1.0383 3.5642
H -4.6747 1.3409 2.2580
H -2.9381 1.5593 1.9846

Values from the calculation:
HOMO level   -10.02 eV
LUMO   -1.819 eV
Orbital gap   8.1972 eV
Charge   +1

Record 2
This record from the Open Molecules 2025 dataset describes C15H15CuF5N4S2SbSe as an isolated structure. The level of theory is ωB97M-V/def2-TZVPD.

Element x y z (Å)
Cu -1.0524 -0.3117 -1.5693
N -2.1502 3.0557 -1.4346
C -1.0551 2.7394 -2.1587
N -0.5962 1.5215 -2.2836
C 0.5336 1.4875 -3.0970
C 0.9147 2.6813 -3.5895
S -0.1560 3.9196 -3.0454
C 1.1748 0.1802 -3.2680
C 2.2875 -0.1263 -3.9615
S 2.6494 -1.8052 -3.7962
C 1.2692 -1.9921 -2.7720
N 0.5902 -0.8890 -2.5941
N 0.9177 -3.1813 -2.2377
H -2.5133 2.3525 -0.8138
H -2.3473 4.0155 -1.2148
H 1.7479 2.9144 -4.2319
H 2.9142 0.5181 -4.5559
H 1.5675 -3.9470 -2.2457
H 0.2182 -3.1743 -1.5147
F 4.4042 1.4442 5.5131
C 3.6854 1.2346 4.4270
C 3.6525 -0.0318 3.8590
F 4.3463 -1.0191 4.4122
C 2.8968 -0.2450 2.7280
F 2.8848 -1.4672 2.2123
C 2.1609 0.7899 2.1302
Se 1.1687 0.5014 0.5808
C 2.2182 2.0564 2.7325
F 1.5452 3.0781 2.2211
C 2.9693 2.2824 3.8644
F 3.0157 3.4854 4.4235
C -1.8809 -2.9221 1.2643
Sb -2.6009 -1.2946 0.0964
C -3.2101 -0.0458 1.7095
C -4.4937 -2.0751 -0.4719
H -2.6345 -3.1808 2.0063
H -0.9612 -2.6259 1.7678
H -1.6829 -3.7922 0.6393
H -3.8119 -0.6346 2.3999
H -3.8014 0.7952 1.3491
H -2.3295 0.3331 2.2275
H -5.0022 -2.4542 0.4127
H -4.3605 -2.8815 -1.1910
H -5.0928 -1.2899 -0.9296

Values from the calculation:
HOMO level (alpha / beta)   -10.91 / -10.91 eV
LUMO (alpha / beta)   -2.341 / -5.142 eV
Orbital gap (alpha / beta)   8.5712 / 5.7688 eV
Spin multiplicity   2
Charge   +1

Record 3
This record from the Open Molecules 2025 dataset describes an isolated ion of composition C10H12IN2 and charge +1. The level of theory is ωB97M-V/def2-TZVPD.

Element x y z (Å)
C 0.0842 1.8850 -1.8108
N -0.7526 1.5382 -0.6125
C -1.6560 0.5058 -1.0383
C -2.1073 -0.5324 0.0201
N -1.1328 -1.4417 0.3648
C 0.0348 -1.2006 0.7319
C 0.8179 -2.3720 1.1947
C 1.9706 -2.1976 1.8526
C 2.5277 -0.9351 2.1897
C 1.8901 0.1528 1.7420
C 0.7249 0.1343 0.8557
C 0.0730 1.3428 0.5840
I 0.5189 3.2038 1.4580
H 0.6309 0.9727 -1.9664
H -0.6075 2.2436 -2.6837
H 0.8405 2.7069 -1.5373
H -1.2268 2.4428 -0.4823
H -1.1223 -0.0161 -1.7742
H -2.5284 1.0158 -1.4546
H -2.5094 0.0925 0.9366
H -2.9860 -1.0743 -0.3739
H 0.2909 -3.2476 1.0995
H 2.5328 -2.9261 2.3799
H 3.4106 -0.8221 2.6958
H 2.3491 1.0886 1.9361

Values from the calculation:
HOMO level (alpha / beta)   -11.86 / -11.86 eV
LUMO (alpha / beta)   -4.826 / -4.825 eV
Orbital gap (alpha / beta)   7.0366 / 7.0366 eV
SMILES   C[N@H+]1CCN=c2ccccc2=C1I
Charge   +1

Record 4
This record from the Open Molecules 2025 dataset describes C3H6MgO4RuS as an isolated structure. The level of theory is ωB97M-V/def2-TZVPD.

Element x y z (Å)
Ru 0.5764 1.5950 0.5921
S 3.1957 0.7723 -0.4725
O 3.0261 -0.7427 0.1680
O 2.5317 1.8289 0.5638
O -0.2106 1.3081 -1.1343
C -1.3300 0.5017 -1.2306
C -1.5118 -0.6694 -0.2639
O -0.2982 -1.0909 0.3580
C 0.0737 -0.2514 1.5517
Mg 1.3821 -1.2108 -0.6837
H -1.2403 0.0351 -2.2362
H -2.2482 1.1176 -1.1335
H -1.8538 -1.5521 -0.8254
H -2.2416 -0.4270 0.5230
H 0.9141 -0.8361 1.9691
H -0.7654 -0.3785 2.2545

Values from the calculation:
HOMO level (alpha / beta)   -11.25 / -12.30 eV
LUMO (alpha / beta)   -5.819 / -6.193 eV
Orbital gap (alpha / beta)   5.4298 / 6.1056 eV
Spin multiplicity   6
Charge   +1

One value per record, in order, for energy relative to the best compared isomer or geometry (same formula, charge and spin): 0.0; 15.6; 0.0; 0.0 kcal/mol.
One value per record, in order, for E: -68514.6306; -173534.1638; -21635.5953; -30248.7280 eV.